Computed, not measured: an isolated molecule of C19H16ClN5O2 at a distorted geometry, with wB97M-V/def2-TZVPD.

```
43
Properties=species:S:1:pos:R:3
C 0.039 -2.328 0.289
C -0.874 -1.305 0.947
O -0.119 -0.033 1.044
C 0.899 -0.015 1.941
N 1.195 -0.825 2.949
N 2.414 -0.468 3.497
C 2.850 0.611 2.857
C 3.910 1.457 3.363
C 4.800 2.122 2.522
C 5.725 2.936 3.094
N 5.685 3.286 4.344
C 4.746 2.753 5.192
C 3.850 1.846 4.696
N 1.956 0.839 1.817
C 2.253 1.701 0.691
C -2.156 -1.173 0.130
C -2.193 -1.060 -1.298
C -3.438 -1.119 -1.731
C -3.857 -1.180 -3.200
C -5.187 -1.123 -3.525
C -5.689 -1.149 -4.960
C -4.746 -1.168 -5.982
C -3.418 -1.072 -5.567
Cl -2.198 -0.881 -6.822
C -3.014 -0.967 -4.274
O -4.234 -1.054 -0.569
N -3.330 -1.258 0.598
H -0.497 -3.292 0.012
H 0.879 -2.637 0.937
H 0.330 -1.848 -0.639
H -1.125 -1.763 1.934
H 4.704 2.048 1.470
H 6.352 3.397 2.407
H 4.777 3.015 6.321
H 3.143 1.176 5.245
H 2.101 2.693 1.048
H 3.215 1.498 0.213
H 1.525 1.510 -0.123
H -1.432 -1.062 -2.033
H -5.966 -0.917 -2.776
H -6.812 -1.117 -5.056
H -5.111 -1.123 -7.022
H -1.952 -0.953 -3.981
```

## Properties
- HOMO (eV) = -9.04
- strongest force on any atom (eV/Å) = 3.91
- LUMO energy (eV) = -0.10
- energy relative to the best compared isomer or geometry (same formula, charge and spin) (eV) = 4.110
- structure (SMILES) = C[C@@H](Oc1nnc(-c2ccncc2)n1C)c1cc(-c2cccc(Cl)c2)on1

Table of Mulliken atomic charges, one value per atom, all in e:
1. C -1.4571
2. C 0.2430
3. O -0.4298
4. C 0.5690
5. N -0.3405
6. N -0.7189
7. C 0.2328
8. C 0.8706
9. C -0.2671
10. C -0.4310
11. N -0.6046
12. C -0.3007
13. C -0.3648
14. N 0.1971
15. C -1.0625
16. C 0.1668
17. C 0.1410
18. C 0.4704
19. C 0.3064
20. C -0.3455
21. C -0.4071
22. C -0.5044
23. C 0.4326
24. Cl -0.2238
25. C -0.7317
26. O -0.3015
27. N -0.6256
28. H 0.3557
29. H 0.4326
30. H 0.3406
31. H 0.3214
32. H 0.2284
33. H 0.4213
34. H 0.2952
35. H 0.3771
36. H 0.3920
37. H 0.3658
38. H 0.3290
39. H 0.2136
40. H 0.3513
41. H 0.3151
42. H 0.3633
43. H 0.3848